C13H21AsN4O4RuS4 | wB97M-V/def2-TZVPD

Results
- lowest unoccupied orbital energy (alpha / beta) (Eh) = 0.070 / 0.070
- ⟨S²⟩ = 0.76
- charge = -1
- HOMO (alpha / beta) (Eh) = -0.15669 / -0.15831
- spin multiplicity = 2

Geometry (Å):
Ru 0.507 -0.325 -0.826
N -0.724 -0.429 2.459
C -0.711 0.769 3.337
C -0.723 2.068 2.528
C 0.598 2.469 1.864
N 0.777 1.780 0.571
C 1.773 2.307 2.831
C 1.820 0.998 3.618
N 2.124 -0.099 2.727
C 0.474 0.731 4.301
H -1.360 -0.339 1.616
H -0.995 -1.268 2.968
H 0.208 -0.652 2.046
H -1.644 0.736 3.903
H -0.983 2.857 3.240
H -1.524 2.037 1.784
H 0.520 3.546 1.667
H 1.593 2.155 0.096
H -0.026 2.015 -0.011
H 1.709 3.129 3.550
H 2.718 2.442 2.295
H 2.571 1.129 4.413
H 2.338 -0.983 3.173
H 2.859 0.109 2.062
H 0.309 1.493 5.068
H 0.511 -0.233 4.817
S -3.320 -0.473 -3.516
As -2.457 -1.413 -1.848
S -1.784 0.170 -0.381
S -0.248 -1.776 -2.304
S -3.410 -3.006 -0.905
O 2.220 -2.880 1.741
C 1.877 -2.212 0.787
O 0.683 -1.685 0.673
C 2.897 -1.814 -0.329
O 3.891 -2.484 -0.510
O 2.582 -0.716 -0.938
C 1.115 2.790 -4.530
C 2.186 2.345 -3.770
C 1.942 1.520 -2.689
N 0.700 1.161 -2.328
C -0.336 1.581 -3.068
C -0.161 2.394 -4.176
H 1.279 3.421 -5.394
H 3.204 2.606 -4.022
H 2.739 1.083 -2.100
H -1.320 1.237 -2.777
H -1.030 2.680 -4.752

Löwdin atomic charge list, values in e, 2 entries: number 1, Ru, carries 0.741; number 2, N, carries 0.149



C30H44Cl2CoN5O3Si4Te | wB97M-V/def2-TZVPD

Results
- lowest unoccupied orbital energy (alpha / beta) (Eh) = -0.025 / -0.025
- ⟨S²⟩ = 0.82
- charge = -1
- HOMO (alpha / beta) (Eh) = -0.14789 / -0.15007
- spin multiplicity = 2

Geometry (Å):
Co -0.670 -1.030 2.951
Cl -0.835 -0.225 9.747
C -0.961 0.096 8.037
C -0.349 -0.788 7.153
C -0.441 -0.575 5.788
N 0.126 -1.368 4.776
C 1.332 -1.903 4.985
O 1.959 -2.051 6.039
C 1.926 -2.386 3.682
C 2.867 -3.443 3.694
C 3.356 -3.938 2.466
C 2.753 -3.525 1.322
C 1.575 -2.635 1.408
N 1.465 -1.832 2.599
C -1.151 0.544 5.304
C -1.733 1.435 6.191
C -1.642 1.199 7.560
Cl -2.411 2.334 8.642
N -1.252 0.570 3.906
C -1.941 1.506 3.249
O -2.292 2.631 3.596
C -2.411 0.970 1.904
C -3.323 1.660 1.134
C -3.851 1.033 0.015
C -3.451 -0.260 -0.284
C -2.518 -0.880 0.535
N -2.005 -0.268 1.600
H 0.205 -1.632 7.532
H 3.217 -3.798 4.652
H 4.183 -4.638 2.449
H 3.064 -3.884 0.349
H 1.465 -2.009 0.525
H -2.248 2.311 5.829
H -3.608 2.654 1.452
H -4.574 1.544 -0.609
H -3.850 -0.795 -1.136
H -2.147 -1.884 0.380
C -0.962 -5.369 0.640
N 0.026 -4.335 0.387
C -0.302 -3.621 -0.831
C 0.223 -3.496 1.565
O -0.816 -2.678 1.865
H -0.994 -6.059 -0.208
H -1.971 -4.960 0.793
H -0.686 -5.933 1.531
H -0.194 -4.295 -1.685
H 0.367 -2.774 -0.984
H -1.334 -3.238 -0.844
H 0.475 -4.195 2.382
C -1.406 4.177 -1.390
Si -1.125 3.101 -2.887
C -0.647 4.181 -4.339
C -2.728 2.253 -3.359
Si 0.539 1.529 -2.442
Te 0.659 0.746 -0.091
Si 2.642 2.553 -2.619
C 2.886 3.438 -4.253
C 3.986 1.273 -2.414
C 2.812 3.807 -1.243
Si 0.355 -0.215 -3.956
C -1.219 -1.182 -3.685
C 0.310 0.474 -5.700
C 1.792 -1.404 -3.841
H -2.333 4.748 -1.491
H -0.582 4.882 -1.251
H -1.472 3.572 -0.480
H -1.509 4.780 -4.650
H -0.321 3.584 -5.196
H 0.167 4.863 -4.083
H -3.568 2.941 -3.225
H -2.913 1.365 -2.751
H -2.707 1.939 -4.408
H 2.429 2.908 -5.093
H 3.956 3.539 -4.459
H 2.450 4.439 -4.220
H 4.028 0.582 -3.260
H 3.815 0.680 -1.511
H 4.960 1.764 -2.322
H 2.029 4.570 -1.297
H 3.784 4.307 -1.295
H 2.727 3.327 -0.263
H -2.103 -0.590 -3.934
H -1.312 -1.503 -2.643
H -1.213 -2.076 -4.316
H -0.584 1.082 -5.870
H 0.301 -0.350 -6.420
H 1.182 1.099 -5.913
H 2.015 -1.669 -2.803
H 2.699 -0.973 -4.275
H 1.555 -2.324 -4.384

Löwdin atomic charge list, values in e, 2 entries: number 1, Co, carries 0.632; number 2, Cl, carries 0.619



C9H23Br3N2O2 | wB97M-V/def2-TZVPD

Results
- lowest unoccupied orbital energy (Eh) = 0.005
- HOMO (Eh) = -0.28132
- spin multiplicity = 1

Geometry (Å):
C 1.864 21.370 -13.196
Br 0.419 20.563 -12.222
Br 3.043 22.465 -12.071
Br 1.161 22.625 -14.510
H 2.502 20.616 -13.656
C 4.276 19.302 -14.044
C 3.844 19.090 -15.545
C 2.611 19.899 -15.888
O 1.455 19.555 -15.160
C 0.301 20.259 -15.486
N 5.006 19.500 -16.387
H 3.466 19.051 -13.359
H 4.521 20.364 -14.029
H 5.185 18.777 -13.751
H 3.690 18.022 -15.700
H 2.395 19.701 -16.938
H 2.786 20.973 -15.955
H -0.360 19.631 -16.083
H 0.475 21.100 -16.157
H -0.325 20.532 -14.636
H 4.685 19.584 -17.341
H 5.189 20.465 -16.150
C 0.565 18.662 -13.200
C 1.069 17.255 -13.254
C 1.764 16.903 -14.561
O 2.272 15.574 -14.542
C 2.666 15.069 -15.812
N 1.930 17.040 -12.110
H -0.170 18.724 -14.003
H 1.401 19.344 -13.349
H -0.018 18.950 -12.325
H 0.146 16.676 -13.227
H 2.638 17.451 -14.912
H 0.988 16.971 -15.323
H 3.425 15.728 -16.232
H 1.818 14.904 -16.476
H 3.147 14.108 -15.634
H 2.390 16.142 -12.159
H 2.669 17.727 -12.167

Löwdin atomic charge list, values in e, 2 entries: number 1, C, carries -1.386; number 2, Br, carries 0.948



C20H40FO15 | wB97M-V/def2-TZVPD

Results
- lowest unoccupied orbital energy (Eh) = 0.095
- charge = -1
- HOMO (Eh) = -0.15837
- spin multiplicity = 1

Geometry (Å):
F 6.441 -11.083 -46.330
C 9.427 -13.143 -49.290
C 8.640 -12.713 -48.034
O 8.135 -13.880 -47.406
C 6.883 -14.292 -47.461
O 5.928 -13.780 -47.947
O 6.852 -15.487 -46.860
C 5.657 -16.232 -46.988
H 9.975 -14.034 -48.978
H 10.092 -12.335 -49.583
H 8.727 -13.425 -50.075
H 7.861 -11.992 -48.281
H 9.285 -12.181 -47.337
H 5.805 -17.210 -46.539
H 5.454 -16.341 -48.055
H 4.819 -15.733 -46.502
C 9.010 -12.764 -44.213
C 8.227 -14.037 -43.956
O 8.820 -14.830 -42.931
C 8.557 -14.602 -41.669
O 7.646 -13.961 -41.201
O 9.497 -15.209 -40.933
C 9.378 -15.218 -39.519
H 8.523 -12.091 -44.923
H 10.059 -12.997 -44.412
H 9.046 -12.156 -43.298
H 8.261 -14.578 -44.899
H 7.196 -13.741 -43.768
H 9.872 -16.115 -39.154
H 8.348 -15.085 -39.202
H 10.000 -14.392 -39.157
C 6.929 -9.839 -42.865
C 6.399 -11.175 -42.353
O 5.164 -10.985 -41.668
C 4.026 -10.874 -42.354
O 3.926 -10.872 -43.539
O 2.954 -10.793 -41.534
C 3.129 -10.536 -40.143
H 6.749 -9.021 -42.166
H 6.491 -9.628 -43.844
H 8.007 -9.893 -43.037
H 7.152 -11.610 -41.699
H 6.239 -11.890 -43.162
H 4.006 -11.039 -39.739
H 2.243 -10.857 -39.604
H 3.298 -9.462 -40.032
C 0.078 -10.349 -50.546
C 1.211 -10.878 -49.720
O 2.443 -10.436 -50.273
C 3.532 -10.892 -49.670
O 3.576 -11.486 -48.641
O 4.606 -10.483 -50.332
C 5.868 -10.612 -49.645
H -0.027 -10.975 -51.438
H 0.224 -9.327 -50.895
H -0.877 -10.365 -50.022
H 1.261 -11.968 -49.633
H 1.112 -10.591 -48.666
H 6.594 -10.064 -50.241
H 6.135 -11.662 -49.546
H 5.819 -10.205 -48.632
C 4.119 -7.982 -48.257
C 4.731 -8.125 -46.859
O 3.766 -7.956 -45.842
C 2.889 -8.946 -45.681
O 2.944 -10.005 -46.224
O 2.010 -8.563 -44.772
C 0.959 -9.445 -44.431
H 4.751 -8.408 -49.032
H 3.946 -6.927 -48.501
H 3.111 -8.398 -48.223
H 5.521 -7.381 -46.737
H 5.225 -9.099 -46.745
H 0.006 -8.922 -44.395
H 1.156 -9.797 -43.417
H 0.936 -10.319 -45.078

Löwdin atomic charge list, values in e, 2 entries: number 1, F, carries -0.643; number 2, C, carries -0.059



CH6NO | wB97M-V/def2-TZVPD

Results
- lowest unoccupied orbital energy (Eh) = -0.161
- charge = +1
- HOMO (Eh) = -0.59640
- spin multiplicity = 1

Geometry (Å):
C 0.003 0.657 -0.213
N 0.875 -0.513 0.078
O -1.431 -0.180 0.484
H 0.207 1.397 0.691
H -0.365 0.975 -1.230
H 1.808 -0.117 0.216
H 0.489 -1.032 0.879
H 0.584 -1.135 -0.707
H -2.170 -0.052 -0.199

Löwdin atomic charge list, values in e, 2 entries: number 1, C, carries 0.020; number 2, N, carries 0.159



C3H10N5 | wB97M-V/def2-TZVPD

Results
- lowest unoccupied orbital energy (Eh) = -0.145
- charge = +1
- HOMO (Eh) = -0.48134
- spin multiplicity = 1

Geometry (Å):
C -0.180 2.141 -0.041
C -0.266 -1.431 -1.315
C 0.175 0.572 1.680
N 0.964 2.690 0.243
N 0.383 -1.409 -0.229
N -0.651 1.105 0.783
N 0.103 -1.967 -2.444
N -0.219 -0.412 2.456
H -0.939 2.489 -0.894
H -1.290 -0.839 -1.309
H 1.002 1.286 1.893
H 1.097 3.541 -0.378
H 1.162 -2.141 -0.384
H -1.285 0.482 0.398
H -0.518 -1.868 -3.321
H 0.917 -2.523 -2.437
H -0.978 -1.008 2.172
H 0.523 -0.708 3.126

Löwdin atomic charge list, values in e, 2 entries: number 1, C, carries -0.224; number 2, C, carries -0.455



C3H6I2N2 | wB97M-V/def2-TZVPD

Results
- lowest unoccupied orbital energy (alpha / beta) (Eh) = -0.021 / -0.034
- HOMO (alpha / beta) (Eh) = -0.29811 / -0.29093
- spin multiplicity = 1

Geometry (Å):
C -0.767 -0.107 -0.658
C 0.713 0.248 -0.350
C -1.274 -0.103 1.671
N -1.502 -0.351 0.538
N 1.256 -0.646 0.612
I -3.786 -1.192 -0.039
I 1.785 -2.549 -0.012
H -1.353 0.694 -1.003
H -0.766 -1.008 -1.305
H 1.254 0.284 -1.229
H 0.533 1.294 0.032
H -1.886 -0.133 2.589
H 2.094 -0.333 1.037

Löwdin atomic charge list, values in e, 2 entries: number 1, C, carries -0.266; number 2, C, carries -0.348



C18H20CoGeN11S4 | wB97M-V/def2-TZVPD

Results
- lowest unoccupied orbital energy (alpha / beta) (Eh) = -0.031 / -0.031
- HOMO (alpha / beta) (Eh) = -0.29093 / -0.29094
- spin multiplicity = 1

Geometry (Å):
Co 1.929 1.419 -0.262
N 3.259 2.021 2.739
C 1.900 2.024 2.643
N 1.065 2.167 3.666
N -0.149 2.085 3.122
N -0.054 1.903 1.851
N 1.245 1.860 1.497
C 4.051 1.523 1.729
N 5.319 1.223 1.882
N 5.707 0.793 0.658
N 4.739 0.828 -0.174
N 3.635 1.283 0.480
H 3.667 2.073 3.657
S 2.615 3.619 -3.997
C 2.466 2.788 -2.610
S 2.627 1.072 -2.362
S 2.121 3.436 -1.040
C -3.387 1.302 0.992
N -2.118 1.329 0.274
C -1.876 1.156 -0.988
S -0.173 1.133 -1.581
N -2.752 0.998 -1.973
C -4.210 0.958 -1.928
H -3.145 1.174 2.045
H -4.005 0.465 0.674
H -3.933 2.238 0.884
H -1.269 1.564 0.881
H -2.327 0.861 -2.876
H -4.600 1.733 -1.277
H -4.569 -0.020 -1.608
H -4.572 1.152 -2.934
Ge 0.181 -1.156 -1.489
C 1.537 -1.378 -0.131
C 2.809 -1.820 -0.509
C 3.796 -2.016 0.441
C 3.524 -1.778 1.782
C 2.262 -1.352 2.176
C 1.274 -1.148 1.225
C -1.567 -1.932 -1.158
C -2.332 -2.320 -2.259
C -3.614 -2.826 -2.092
C -4.147 -2.948 -0.816
C -3.394 -2.573 0.288
C -2.111 -2.069 0.118
H 0.671 -1.512 -2.888
H 3.042 -1.978 -1.556
H 4.788 -2.314 0.134
H 4.305 -1.907 2.519
H 2.052 -1.152 3.219
H 0.308 -0.778 1.547
H -1.922 -2.237 -3.260
H -4.191 -3.134 -2.955
H -5.143 -3.349 -0.681
H -3.800 -2.685 1.286
H -1.535 -1.797 0.994

Löwdin atomic charge list, values in e, 2 entries: number 1, Co, carries -0.103; number 2, N, carries 0.171



C37H29N2O5 | wB97M-V/def2-TZVPD

Results
- lowest unoccupied orbital energy (Eh) = -0.129
- charge = +1
- HOMO (Eh) = -0.39707
- spin multiplicity = 1

Geometry (Å):
C 1.045 -4.155 -0.666
C 2.109 -5.261 -0.724
C 3.231 -5.069 -1.814
C 4.405 -6.111 -2.078
C 5.616 -5.956 -1.022
O 6.548 -4.910 -1.378
C 7.178 -5.364 -2.605
C 6.099 -5.326 -3.793
N 4.843 -6.114 -3.520
C 3.039 -3.730 -2.595
C 1.894 -2.727 -2.392
N 0.887 -2.973 -1.428
H 0.235 -4.319 0.139
H 2.114 -6.177 -0.032
H 3.954 -7.158 -1.880
H 6.141 -6.983 -0.920
H 5.141 -5.708 0.000
H 8.008 -4.626 -2.863
H 7.628 -6.407 -2.479
H 5.848 -4.257 -4.148
H 6.596 -5.823 -4.712
H 4.081 -5.710 -4.111
H 4.988 -7.079 -3.878
H 3.818 -3.478 -3.404
H 1.839 -1.788 -3.040
C -1.948 0.268 0.830
C -1.453 -0.856 0.172
C -2.049 -1.293 -1.006
C -3.152 -0.612 -1.524
C -3.663 0.498 -0.852
C -3.052 0.944 0.320
C -4.863 1.199 -1.364
O -5.307 2.172 -0.779
C -5.518 0.695 -2.592
C -6.682 1.310 -3.055
C -7.298 0.851 -4.215
C -6.748 -0.216 -4.922
C -5.591 -0.835 -4.461
C -4.979 -0.386 -3.289
C -3.769 -1.074 -2.788
O -3.288 -2.012 -3.404
H -1.476 0.613 1.744
H -0.600 -1.391 0.576
H -1.656 -2.165 -1.516
H -3.436 1.816 0.841
H -7.114 2.144 -2.511
H -8.206 1.327 -4.570
H -7.225 -0.569 -5.830
H -5.171 -1.669 -5.013
C 2.268 5.506 7.237
C 2.764 4.382 6.579
C 2.168 3.945 5.401
C 1.065 4.625 4.883
C 0.554 5.735 5.555
C 1.165 6.182 6.727
C -0.646 6.436 5.043
O -1.091 7.408 5.627
C -1.301 5.932 3.815
C -2.466 6.546 3.352
C -3.081 6.088 2.192
C -2.531 5.021 1.485
C -1.374 4.402 1.946
C -0.762 4.851 3.117
C 0.449 4.163 3.619
O 0.929 3.225 3.002
H 2.739 5.851 8.151
H 3.617 3.848 6.984
H 2.562 3.072 4.890
H 0.780 7.053 7.247
H -2.898 7.380 3.896
H -3.990 6.564 1.837
H -3.008 4.668 0.575
H -0.953 3.568 1.393

Löwdin atomic charge list, values in e, 2 entries: number 1, C, carries -0.101; number 2, C, carries 0.020



C3H11N2S | wB97M-V/def2-TZVPD

Results
- lowest unoccupied orbital energy (alpha / beta) (Eh) = -0.282 / -0.448
- ⟨S²⟩ = 0.75
- charge = +2
- HOMO (alpha / beta) (Eh) = -0.71437 / -0.71453
- spin multiplicity = 2

Geometry (Å):
C -0.495 -0.080 -1.983
S -1.118 0.029 -0.433
C -2.895 0.402 -0.656
H 0.581 -0.374 -1.972
H -1.092 -0.770 -2.657
H -0.458 0.812 -2.577
H -3.310 -0.212 0.124
H -3.129 -0.052 -1.658
H -3.190 1.449 -0.577
N 1.629 -1.173 2.111
C 2.356 -0.050 1.768
N 1.941 0.696 0.721
H 0.619 -1.055 1.872
H 1.745 -1.701 3.022
H 3.323 0.123 2.253
H 2.417 1.576 0.434
H 1.077 0.380 0.208

Löwdin atomic charge list, values in e, 2 entries: number 1, C, carries -0.372; number 2, S, carries 1.123



C6H14O2 | wB97M-V/def2-TZVPD

Results
- lowest unoccupied orbital energy (Eh) = 0.027
- HOMO (Eh) = -0.36216
- spin multiplicity = 1
- structure (SMILES) = C=CCCCCO.O

Geometry (Å):
C 1.884 -0.535 -1.895
C 1.367 0.678 -1.768
C -0.051 1.061 -2.079
C -0.923 0.617 -0.869
C -0.564 1.216 0.505
C -0.234 0.208 1.584
O -0.689 0.657 2.877
H 1.398 -1.417 -2.305
H 2.921 -0.724 -1.647
H 1.971 1.497 -1.387
H -0.515 0.669 -2.971
H -0.213 2.132 -2.121
H -0.890 -0.473 -0.788
H -1.997 0.735 -1.066
H -1.402 1.832 0.794
H 0.264 1.931 0.458
H 0.814 -0.015 1.773
H -0.712 -0.744 1.429
H -1.606 0.461 3.071
O -0.439 -3.085 1.058
H 0.493 -2.835 1.153
H -0.689 -2.905 0.149

Löwdin atomic charge list, values in e, 2 entries: number 1, C, carries -0.004; number 2, C, carries -0.192